The following is a DFT calculation (ωB97M-V with the def2-TZVPD basis set) of a molecular structure, C47H56HfN6PS2Si in a non-equilibrium geometry.

Structure (XYZ):
```
114
Properties=species:S:1:pos:R:3:forces:R:3:mulliken_charge:R:1
Hf 0.2074 0.1608 -0.2806 0.6 -1.2 -0.4 -0.522
S 0.5320 -2.4332 -1.4284 -0.1 0.0 -0.1 -0.045
C 1.9482 -2.1942 -2.3958 0.1 0.0 0.0 0.771
C 2.0721 -2.9641 -3.6002 0.0 0.0 0.1 -0.396
N 2.1387 -3.6098 -4.5518 0.0 0.0 0.0 -0.630
C 2.9133 -1.3185 -2.0152 0.0 -0.1 0.0 0.582
S 2.7532 -0.4540 -0.5158 0.0 0.2 -0.3 0.174
C 4.0979 -1.1210 -2.7943 0.0 0.0 0.0 -0.422
N 5.0657 -0.9405 -3.3927 0.0 0.0 0.0 -0.676
C -1.0584 -1.4320 -4.1123 0.0 0.0 0.0 -1.859
C -1.9330 -1.5022 -2.8978 0.1 0.1 0.0 0.799
C -3.0274 -2.3461 -2.8375 0.0 0.0 0.0 -1.177
C -3.8086 -2.3471 -1.6862 0.0 0.0 0.0 -0.845
C -3.5324 -1.4673 -0.6647 0.1 0.0 0.1 -1.027
C -2.4343 -0.5998 -0.8087 0.0 0.1 -0.1 0.524
N -1.6352 -0.6798 -1.8820 -0.2 0.1 0.0 0.095
N -2.0379 0.3821 0.0806 0.1 0.0 0.4 0.623
Si -3.3727 1.4105 0.5802 0.0 0.0 0.0 0.800
C -4.3593 0.8806 2.0984 0.0 -0.1 0.0 -1.249
C -4.6493 1.4319 -0.8189 0.0 0.0 -0.1 -1.272
C -2.9477 3.2227 0.7892 0.1 0.0 0.0 -1.167
H -1.6686 -1.2642 -5.0023 0.0 0.0 0.0 0.541
H -0.5105 -2.3640 -4.2509 0.0 0.0 0.0 0.365
H -0.3427 -0.6177 -4.0128 0.0 0.0 0.0 0.069
H -3.2455 -3.0015 -3.6697 0.0 0.0 0.0 0.494
H -4.6422 -3.0341 -1.5960 0.0 0.0 0.0 0.441
H -4.1317 -1.4315 0.2346 0.0 0.0 0.0 0.481
H -4.9239 -0.0357 1.9084 0.0 0.0 0.0 0.311
H -5.0828 1.6709 2.3224 0.0 0.0 0.0 0.436
H -3.7487 0.7118 2.9816 0.0 0.0 0.0 0.166
H -5.3421 0.5908 -0.7841 0.0 0.0 0.0 0.328
H -4.1714 1.4094 -1.8023 0.0 0.0 0.0 0.285
H -5.2315 2.3547 -0.7537 0.0 0.0 0.0 0.444
H -2.3565 3.4411 1.6743 0.0 0.0 0.0 0.198
H -3.8980 3.7584 0.8722 0.0 0.0 0.0 0.588
H -2.4145 3.6146 -0.0789 0.0 0.0 0.0 0.162
C 2.8068 -3.2949 1.1112 0.0 0.0 0.0 -1.175
C 1.4915 -3.4201 1.8786 0.1 0.0 -0.1 0.656
C 1.8301 -3.8253 3.3152 -0.1 -0.1 0.0 -1.651
P 0.3201 -1.9589 1.7514 -0.2 0.2 0.2 1.229
C -1.3316 -2.7747 2.0832 0.0 -0.1 0.0 1.030
C -2.3289 -1.7674 2.6418 0.0 0.0 0.0 -1.019
C -1.4066 -4.0671 2.8975 0.0 0.0 0.0 -1.750
C 0.6972 -0.8826 3.1593 0.1 0.0 0.0 -0.240
C 0.4806 -1.2355 4.4931 0.0 -0.1 0.0 0.014
C 0.8122 -0.4199 5.5591 0.0 0.1 0.0 0.829
C 0.5738 -0.8375 6.9845 0.0 0.0 0.0 -1.945
C 1.4153 0.8013 5.2446 0.0 0.0 0.1 -1.061
C 1.6126 1.1990 3.9434 0.0 -0.1 -0.1 -0.141
C 1.2182 0.3935 2.8472 -0.2 0.3 0.0 -0.954
N 1.2585 0.8963 1.5540 -0.2 0.0 0.0 0.709
C 2.1578 1.9990 1.3658 -0.1 0.0 -0.1 0.041
C 1.6787 3.2389 0.9326 0.1 0.1 0.1 -0.128
C 0.2158 3.5562 0.8651 -0.1 0.0 0.0 -0.399
C 2.5733 4.2640 0.6271 0.0 0.0 0.0 -0.511
C 3.9372 4.1093 0.7653 0.0 0.0 0.1 0.541
C 4.8960 5.2038 0.3874 0.0 0.0 0.0 -1.664
C 4.3980 2.8950 1.2656 0.0 0.0 0.0 -1.103
C 3.5463 1.8473 1.5770 0.0 0.0 -0.1 2.198
C 4.1600 0.5909 2.1370 0.0 0.0 0.1 -1.608
H 3.3785 -4.2153 1.2615 0.0 0.0 0.0 0.598
H 3.4083 -2.4610 1.4733 0.0 0.0 0.0 0.172
H 2.6498 -3.1565 0.0467 0.0 0.0 0.0 0.055
H 0.9151 -4.2147 1.3936 0.0 0.0 0.0 0.682
H 2.3657 -3.0227 3.8237 0.0 0.0 0.0 0.257
H 2.4882 -4.6975 3.2835 0.0 0.0 0.0 0.524
H 0.9648 -4.0881 3.9191 0.0 0.0 0.0 0.255
H -1.6467 -3.0206 1.0604 0.0 0.0 0.0 0.188
H -2.1028 -1.5303 3.6839 0.0 0.0 0.0 0.235
H -3.3393 -2.1848 2.5992 0.0 0.0 0.0 0.733
H -2.3148 -0.8378 2.0801 0.0 0.0 0.0 -0.558
H -1.1954 -3.8941 3.9542 0.0 0.0 0.0 0.215
H -0.7412 -4.8495 2.5358 0.0 0.0 0.0 0.378
H -2.4273 -4.4550 2.8347 0.0 0.0 0.0 0.484
H 0.0326 -2.1993 4.7072 0.0 0.0 0.0 0.114
H -0.1821 -1.6222 7.0413 0.0 0.0 0.0 0.405
H 0.2336 0.0014 7.5969 0.0 0.0 0.0 0.389
H 1.4828 -1.2263 7.4520 0.0 0.0 0.0 0.312
H 1.7194 1.4677 6.0479 0.0 0.0 0.0 0.346
H 2.0341 2.1760 3.7467 0.0 0.0 0.0 0.440
H -0.1020 4.0425 1.7934 0.0 0.0 0.0 0.608
H -0.4193 2.6834 0.7524 0.0 0.0 0.0 -1.396
H 0.0017 4.2345 0.0375 0.0 0.0 0.0 0.546
H 2.1751 5.2032 0.2548 0.0 0.0 0.0 0.257
H 4.3677 6.0481 -0.0558 0.0 0.0 0.0 0.377
H 5.6251 4.8471 -0.3433 0.0 0.0 0.0 0.319
H 5.4525 5.5663 1.2552 0.0 0.0 0.0 0.403
H 5.4657 2.7449 1.3974 0.0 0.0 0.0 0.395
H 5.1125 0.3909 1.6458 0.0 0.0 0.0 0.502
H 3.5260 -0.2793 2.0006 0.0 0.0 0.0 -0.357
H 4.3394 0.7019 3.2109 0.0 0.0 0.0 0.468
C -1.4876 2.6303 5.2458 0.0 0.0 0.0 -1.842
C -1.4345 1.9804 3.9442 0.1 -0.1 0.0 0.631
N -1.3830 1.4515 2.9278 -0.3 0.2 0.2 0.104
H -2.4448 3.1349 5.3707 0.0 0.0 0.0 0.473
H -0.6805 3.3572 5.3230 0.0 0.0 0.0 0.326
H -1.3625 1.8822 6.0267 0.0 0.0 0.0 0.254
C 3.4320 4.4742 -3.3366 0.0 0.0 0.0 -0.782
C 3.7505 3.3079 -2.6150 0.0 0.0 0.0 -1.090
C 2.7630 2.4933 -2.1380 0.0 0.0 0.0 -0.313
C 1.3855 2.7535 -2.3590 0.0 0.0 0.0 0.578
C 0.3318 1.8859 -1.8619 0.0 0.2 0.1 1.001
C -0.9460 2.2611 -2.2398 0.0 0.1 -0.1 1.013
C -1.2560 3.4123 -3.0019 0.0 0.0 0.0 -1.191
C -0.2635 4.2476 -3.4048 0.0 0.0 0.0 -1.278
C 1.0829 3.9275 -3.1037 0.0 0.0 -0.1 1.643
C 2.1212 4.7750 -3.5657 0.0 0.0 0.0 -0.864
H 4.2183 5.1184 -3.7122 0.0 0.0 0.0 0.368
H 4.7860 3.0509 -2.4257 0.0 0.0 0.0 0.556
H 3.0359 1.6211 -1.5682 0.0 0.0 0.0 0.194
H -1.7939 1.6684 -1.9310 0.0 0.0 0.0 -0.581
H -2.2914 3.6227 -3.2478 0.0 0.0 0.0 0.452
H -0.4768 5.1511 -3.9663 0.0 0.0 0.0 0.318
H 1.8464 5.6664 -4.1201 0.0 0.0 0.0 0.395
```
Forces are in eV/Å.

Values from the calculation:
E in eV: -98739.168
Orbital gap in eV: 6.580
Charge: -1
ΔE to the lowest compared entry with this formula, charge and spin in kcal per mole: 21.2
HOMO level in eV: -4.5